Computed, not measured: a single C21H20N2O3 molecule, with the ωB97M-V functional and the def2-TZVPD basis.

The geometry in XYZ format:
```
46
Properties=species:S:1:pos:R:3
C -1.32 -1.11 2.01
C -0.76 -2.17 1.05
C -1.37 -3.54 1.36
C 0.77 -2.24 1.21
C -1.07 -1.89 -0.42
O -0.33 -2.19 -1.31
C -2.43 -1.26 -0.72
O -2.57 -0.88 -2.07
C -1.79 0.09 -2.60
O -1.88 0.36 -3.76
C -0.85 0.79 -1.66
C 0.49 0.51 -1.71
C 1.35 1.12 -0.76
C 2.78 0.78 -0.73
C 3.70 1.71 -0.25
C 5.04 1.37 -0.23
N 5.50 0.19 -0.63
C 4.62 -0.69 -1.07
C 3.26 -0.46 -1.15
N 0.92 1.97 0.13
C -0.38 2.31 0.16
C -0.81 3.26 1.12
C -2.12 3.62 1.19
C -3.07 3.06 0.30
C -2.68 2.14 -0.63
C -1.33 1.74 -0.72
H -0.98 -0.12 1.73
H -2.40 -1.13 2.04
H -0.95 -1.32 3.01
H -2.46 -3.51 1.29
H -0.99 -4.29 0.68
H -1.11 -3.84 2.38
H 1.02 -2.58 2.21
H 1.21 -1.26 1.05
H 1.19 -2.93 0.48
H -3.21 -2.01 -0.55
H -2.62 -0.40 -0.06
H 0.87 -0.18 -2.44
H 3.36 2.68 0.09
H 5.79 2.06 0.14
H 5.04 -1.64 -1.38
H 2.59 -1.23 -1.50
H -0.07 3.68 1.78
H -2.45 4.34 1.92
H -4.10 3.37 0.37
H -3.40 1.73 -1.33
```

Values from the calculation:
**Orbital gap**: 8.57 eV
**Strongest force on any atom**: 0.7 eV Å⁻¹
**Energy relative to the best compared isomer or geometry (same formula, charge and spin)**: 1.750 eV
**Net charge**: 0
**SMILES**: CC(C)(C)C(=O)COC(=O)c1cc(-c2ccncc2)nc2ccccc12
**Spin multiplicity**: 1
**HOMO level**: -0.33562 hartree
**LUMO level**: -0.6 eV



Computed, not measured: a molecular structure, C21H20N5OsS, with the ωB97M-V functional and the def2-TZVPD basis.

The geometry in XYZ format:
```
48
Properties=species:S:1:pos:R:3
Os -0.63 0.37 0.86
C -4.38 -0.53 -3.19
C -3.14 0.07 -3.06
C -2.45 -0.01 -1.86
C -3.03 -0.69 -0.79
C -4.27 -1.29 -0.91
C -4.94 -1.21 -2.12
N -2.31 -0.72 0.45
N -2.72 -1.54 1.34
C -2.01 -1.43 2.52
C -2.36 -2.22 3.61
C -1.69 -2.05 4.80
C -0.66 -1.10 4.91
C -0.29 -0.32 3.83
C -0.97 -0.46 2.61
H -4.92 -0.47 -4.13
H -2.69 0.59 -3.90
H -1.46 0.42 -1.77
H -4.71 -1.81 -0.06
H -5.92 -1.67 -2.22
H -3.15 -2.95 3.50
H -1.95 -2.65 5.66
H -0.15 -0.98 5.86
H 0.51 0.40 3.93
N 0.74 -0.33 -0.26
C 1.89 -0.96 -0.46
C 2.36 -1.17 -1.79
C 3.55 -1.83 -2.00
C 4.31 -2.28 -0.92
C 3.86 -2.08 0.39
C 2.67 -1.44 0.63
H 1.75 -0.83 -2.62
H 3.90 -2.00 -3.01
H 5.25 -2.80 -1.10
H 4.46 -2.44 1.22
H 2.30 -1.29 1.63
S 0.59 2.32 1.48
C 1.33 2.94 0.04
N 1.56 2.31 -1.10
C 2.35 3.14 -2.02
C 2.33 4.52 -1.33
N 1.74 4.20 -0.03
H 1.49 1.31 -1.16
H 1.89 3.17 -3.01
H 3.36 2.74 -2.12
H 1.70 5.24 -1.86
H 3.32 4.95 -1.22
H 1.59 4.86 0.71
```

Values from the calculation:
**Orbital gap (alpha / beta)**: 6.53 / 6.32 eV
**Strongest force on any atom**: 0.5 eV Å⁻¹
**Energy relative to the best compared isomer or geometry (same formula, charge and spin)**: 0.000 eV
**Net charge**: +1
**Spin multiplicity**: 5
**HOMO level (alpha / beta)**: -0.36694 / -0.41599 hartree
**<S²>**: 6.08
**LUMO level (alpha / beta)**: -3.5 / -5.0 eV



Computed, not measured: a molecular structure, C21H20N6O4S2, with the ωB97M-V functional and the def2-TZVPD basis.

The geometry in XYZ format:
```
53
Properties=species:S:1:pos:R:3
O 1.26 1.20 0.08
C 1.58 2.25 0.35
N 2.95 2.68 0.03
N 3.39 4.01 0.48
N 2.64 4.94 1.07
C 1.45 4.59 1.66
C 0.71 5.52 2.55
C -0.47 5.21 2.60
C -1.06 4.03 2.25
C -0.48 3.04 1.55
C 1.09 3.24 1.21
H -0.73 2.18 1.19
H -2.29 3.89 2.52
H -1.01 5.80 3.31
H 1.27 6.43 2.52
C 3.86 2.07 -0.51
H 4.37 2.76 -1.14
H 3.27 1.42 -1.23
S 5.02 0.89 0.27
C 4.20 -0.56 0.44
N 4.50 -1.52 0.93
N 3.72 -2.55 0.80
C 2.87 -2.08 -0.19
C 1.68 -2.63 -0.69
C 0.85 -1.74 -1.71
C -0.46 -2.36 -2.09
C -0.80 -3.57 -2.06
C 0.42 -4.60 -1.55
C 1.42 -3.93 -0.73
H 2.10 -4.63 -0.34
H 0.24 -5.61 -1.56
H -1.51 -3.96 -2.67
S -1.68 -1.23 -2.70
O -1.13 0.13 -3.09
O -2.50 -1.84 -3.65
N -2.56 -0.97 -1.46
C -3.71 -1.73 -1.25
C -3.31 -2.75 0.34
C -2.84 -1.77 1.28
C -1.60 -0.84 0.94
C -2.32 -0.07 -0.25
H -2.89 0.67 0.18
H -1.36 0.67 -0.72
H -1.58 -0.05 1.71
H -0.76 -1.34 0.54
H -3.88 -1.24 1.53
H -2.70 -2.38 2.13
H -4.33 -3.32 0.39
H -2.39 -3.30 -0.31
H -4.51 -1.16 -0.74
H -3.89 -2.39 -2.03
H 0.84 -0.69 -1.52
O 3.07 -0.84 -0.65
```

Values from the calculation:
**Orbital gap**: 6.81 eV
**Strongest force on any atom**: 16.2 eV Å⁻¹
**Energy relative to the best compared isomer or geometry (same formula, charge and spin)**: 20.117 eV
**Net charge**: 0
**Spin multiplicity**: 1
**HOMO level**: -0.29825 hartree
**LUMO level**: -1.3 eV



Computed, not measured: a gas-phase ion, C21H20NO2 (charge +1), with the ωB97M-V functional and the def2-TZVPD basis.

The geometry in XYZ format:
```
44
Properties=species:S:1:pos:R:3
C 5.55 2.44 -1.29
O 5.48 1.00 -1.21
C 4.20 0.52 -1.13
C 3.92 -0.77 -0.64
C 2.61 -1.14 -0.33
C 1.53 -0.29 -0.61
C 0.17 -0.85 -0.39
C -0.98 0.08 -0.52
C -0.98 1.49 -0.23
C -2.12 2.24 -0.48
C -3.29 1.56 -0.84
C -3.33 0.16 -1.02
C -2.20 -0.58 -0.72
C -4.70 -0.25 -1.35
C -5.47 1.09 -1.32
O -4.52 2.15 -0.97
N 0.01 -1.50 1.30
C -0.65 -0.76 2.22
C -0.88 -1.22 3.52
C -0.40 -2.46 3.88
C 0.29 -3.24 2.96
C 0.46 -2.73 1.67
C 1.81 1.00 -1.15
C 3.12 1.37 -1.45
H 6.59 2.76 -1.13
H 5.21 2.80 -2.27
H 4.88 2.89 -0.53
H 4.76 -1.44 -0.43
H 2.43 -2.14 0.11
H 0.02 -1.83 -0.88
H -0.09 2.00 0.19
H -2.16 3.31 -0.30
H -2.22 -1.69 -0.67
H -4.77 -0.72 -2.34
H -5.09 -0.97 -0.61
H -6.29 1.07 -0.59
H -5.90 1.34 -2.32
H -1.04 0.22 1.93
H -1.43 -0.57 4.20
H -0.54 -2.82 4.89
H 0.69 -4.22 3.21
H 0.98 -3.37 0.95
H 1.02 1.71 -1.42
H 3.31 2.36 -1.86
```

Values from the calculation:
**Orbital gap**: 7.87 eV
**Strongest force on any atom**: 1.6 eV Å⁻¹
**Energy relative to the best compared isomer or geometry (same formula, charge and spin)**: 0.426 eV
**Net charge**: +1
**SMILES**: COc1ccc([C@H](c2ccc3c(c2)CCO3)[n+]2ccccc2)cc1
**Spin multiplicity**: 1
**HOMO level**: -0.41277 hartree
**LUMO level**: -3.4 eV



Computed, not measured: a molecular structure, C21H21BBaN12O6, with the ωB97M-V functional and the def2-TZVPD basis.

The geometry in XYZ format:
```
62
Properties=species:S:1:pos:R:3
Ba 0.17 -0.62 -1.14
O -1.29 2.93 -3.63
C -0.13 3.72 -3.57
C 1.03 3.08 -2.81
N 1.97 2.34 -3.65
C 1.49 1.47 -4.68
C 0.72 0.19 -4.09
O 1.20 -0.90 -4.35
O -0.31 0.48 -3.41
C 3.27 2.18 -3.18
C 3.46 0.83 -2.19
O 4.64 0.59 -2.03
O 2.39 0.35 -1.77
H -1.03 1.98 -3.72
H -0.40 4.64 -3.06
H 0.22 4.01 -4.57
H 0.63 2.41 -2.04
H 1.60 3.85 -2.29
H 2.32 1.12 -5.27
H 0.76 1.99 -5.30
H 3.58 3.01 -2.55
H 3.97 2.01 -3.99
C 3.20 -0.08 2.50
C 2.77 0.69 1.40
N 1.45 0.66 1.29
N 1.00 -0.11 2.30
C 2.04 -0.58 3.03
B -0.47 -0.52 2.52
N -1.46 0.48 1.86
C -2.47 1.10 2.51
C -3.11 1.92 1.60
C -2.41 1.73 0.40
N -1.42 0.87 0.57
N -0.62 -1.97 1.99
C -1.48 -2.95 2.37
C -1.16 -4.09 1.67
C -0.08 -3.72 0.86
N 0.24 -2.44 1.05
N -0.71 -0.42 4.06
C -0.21 0.56 4.85
C -0.84 0.50 6.07
C -1.75 -0.57 5.92
N -1.68 -1.11 4.72
H 4.21 -0.25 2.84
H 3.37 1.24 0.68
H 1.88 -1.24 3.87
H -2.69 0.93 3.55
H -3.97 2.55 1.78
H -2.58 2.17 -0.57
H -2.23 -2.76 3.12
H -1.64 -5.05 1.74
H 0.47 -4.31 0.14
H 0.56 1.23 4.49
H -0.67 1.12 6.93
H -2.45 -0.97 6.65
O -2.11 -1.72 -1.24
N -1.42 -2.58 -1.84
C -2.01 -3.68 -2.25
C -1.22 -4.70 -2.89
N -0.61 -5.54 -3.38
C -3.41 -3.92 -2.04
N -4.53 -4.12 -1.86
```

Values from the calculation:
**Orbital gap (alpha / beta)**: 8.20 / 5.61 eV
**Strongest force on any atom**: 1.3 eV Å⁻¹
**Energy relative to the best compared isomer or geometry (same formula, charge and spin)**: 0.929 eV
**Net charge**: -1
**Spin multiplicity**: 2
**HOMO level (alpha / beta)**: -0.22661 / -0.22660 hartree
**<S²>**: 0.76
**LUMO level (alpha / beta)**: 2.0 / -0.6 eV



Copy entry 1 word for word.
Computed, not measured: a single C21H20N2O3 molecule, with the ωB97M-V functional and the def2-TZVPD basis.

The geometry in XYZ format:
```
46
Properties=species:S:1:pos:R:3
C -1.32 -1.11 2.01
C -0.76 -2.17 1.05
C -1.37 -3.54 1.36
C 0.77 -2.24 1.21
C -1.07 -1.89 -0.42
O -0.33 -2.19 -1.31
C -2.43 -1.26 -0.72
O -2.57 -0.88 -2.07
C -1.79 0.09 -2.60
O -1.88 0.36 -3.76
C -0.85 0.79 -1.66
C 0.49 0.51 -1.71
C 1.35 1.12 -0.76
C 2.78 0.78 -0.73
C 3.70 1.71 -0.25
C 5.04 1.37 -0.23
N 5.50 0.19 -0.63
C 4.62 -0.69 -1.07
C 3.26 -0.46 -1.15
N 0.92 1.97 0.13
C -0.38 2.31 0.16
C -0.81 3.26 1.12
C -2.12 3.62 1.19
C -3.07 3.06 0.30
C -2.68 2.14 -0.63
C -1.33 1.74 -0.72
H -0.98 -0.12 1.73
H -2.40 -1.13 2.04
H -0.95 -1.32 3.01
H -2.46 -3.51 1.29
H -0.99 -4.29 0.68
H -1.11 -3.84 2.38
H 1.02 -2.58 2.21
H 1.21 -1.26 1.05
H 1.19 -2.93 0.48
H -3.21 -2.01 -0.55
H -2.62 -0.40 -0.06
H 0.87 -0.18 -2.44
H 3.36 2.68 0.09
H 5.79 2.06 0.14
H 5.04 -1.64 -1.38
H 2.59 -1.23 -1.50
H -0.07 3.68 1.78
H -2.45 4.34 1.92
H -4.10 3.37 0.37
H -3.40 1.73 -1.33
```

Values from the calculation:
**Orbital gap**: 8.57 eV
**Strongest force on any atom**: 0.7 eV Å⁻¹
**Energy relative to the best compared isomer or geometry (same formula, charge and spin)**: 1.750 eV
**Net charge**: 0
**SMILES**: CC(C)(C)C(=O)COC(=O)c1cc(-c2ccncc2)nc2ccccc12
**Spin multiplicity**: 1
**HOMO level**: -0.33562 hartree
**LUMO level**: -0.6 eV



net charge of number 4 (C21H20NO2)? +1